{"formula": "H2N2O3S", "method": "ωB97M-V/def2-TZVPD", "elements": ["N", "N", "O", "O", "O", "S", "H", "H"], "xyz": [[-0.706962, -1.012797, 0.884432], [-0.111894, -0.272235, 0.168055], [-3.207972, -0.658601, -0.865841], [-2.358802, 1.249614, 0.064406], [1.210935, -0.195588, -0.284059], [-2.868029, -0.020163, 0.388942], [-0.611241, 0.382572, -0.417524], [1.940646, -0.799763, 0.158344]], "atomic_forces_ev_per_a": [[1.69, 0.52, -0.34], [-1.14, -1.91, 0.76], [-0.19, -1.18, 0.93], [1.71, 3.24, 0.63], [2.58, -1.02, 0.63], [-1.90, -2.21, -1.37], [0.03, 1.35, -0.67], [-2.78, 1.21, -0.58]], "homo_lumo_gap_ev": 10.069, "spin_multiplicity": 1, "homo_energy_ha": -0.37857, "lumo_energy_ev": -0.232}

{"formula": "H2N2O3Si", "method": "ωB97M-V/def2-TZVPD", "elements": ["N", "N", "O", "O", "O", "Si", "H", "H"], "xyz": [[-1.475759, 1.280880, 0.384778], [-1.296443, 0.155070, 0.069929], [0.895360, -1.879169, 0.472963], [-1.367707, 2.446074, 0.173244], [-1.459566, -0.901311, 0.490479], [1.202816, -0.637159, -0.317414], [1.487131, -0.708337, -1.807811], [2.014166, 0.243950, 0.533833]], "atomic_forces_ev_per_a": [[0.18, 1.29, 0.21], [0.23, 3.19, -0.80], [-0.41, -1.03, 0.17], [-0.05, 0.64, -0.36], [-1.61, -4.85, 1.09], [2.46, -0.79, -0.44], [-0.56, 0.55, 0.54], [-0.23, 1.00, -0.42]], "homo_lumo_gap_ev": [7.996, 7.994], "smiles": "O=[SiH2].O=NN=O", "spin_multiplicity": 1, "homo_energy_ha": [-0.37693, -0.37693], "lumo_energy_ev": [-2.261, -2.263]}

{"formula": "H2N2O3Si", "method": "ωB97M-V/def2-TZVPD", "elements": ["N", "N", "O", "O", "O", "Si", "H", "H"], "xyz": [[-1.310395, -1.077795, -0.208396], [-1.833478, -0.080501, -0.028607], [-0.243609, -1.699969, -0.106479], [-2.760307, 0.592266, 0.011751], [0.221603, 1.343660, -0.203836], [1.436539, 0.493430, 0.047115], [2.517178, -0.037863, -0.899677], [1.972469, 0.466775, 1.388131]], "atomic_forces_ev_per_a": [[0.86, -1.42, 0.02], [1.32, -0.89, -0.14], [0.81, 0.43, -0.04], [-2.60, 2.47, 0.18], [-1.24, 0.43, -0.58], [1.68, -0.98, -0.32], [-0.97, 0.26, 0.27], [0.14, -0.30, 0.62]], "homo_lumo_gap_ev": 9.580, "smiles": "O=[SiH2].O=NN=O", "spin_multiplicity": 1, "homo_energy_ha": -0.37954, "lumo_energy_ev": -0.748}

{"formula": "H2N2O4P", "method": "ωB97M-V/def2-TZVPD", "elements": ["N", "N", "O", "O", "O", "O", "P", "H", "H"], "xyz": [[0.918590, -0.968759, 0.390081], [-0.975047, 0.261392, -1.005159], [-0.213529, -0.056884, -1.965291], [-1.045674, 0.184290, 1.735418], [-2.185750, 0.551473, -1.066018], [1.135287, 2.430075, 0.483876], [-0.159702, 0.331863, 0.545269], [1.165439, -1.407608, 1.314921], [1.360386, -1.325842, -0.433096]], "atomic_forces_ev_per_a": [[-0.66, -0.34, 2.08], [-1.03, -0.95, -2.42], [-1.94, 0.81, 1.33], [0.44, -0.29, -0.94], [2.25, -0.35, -0.45], [-1.66, -2.73, -0.07], [2.97, 2.80, 2.39], [-0.40, 0.75, -1.74], [0.03, 0.30, -0.19]], "total_charge": -1, "homo_lumo_gap_ev": [7.424, 6.955], "spin_multiplicity": 1, "homo_energy_ha": [-0.16198, -0.13820], "lumo_energy_ev": [3.017, 3.194]}

{"formula": "H2N2O4S", "method": "ωB97M-V/def2-TZVPD", "elements": ["N", "N", "O", "O", "O", "O", "S", "H", "H"], "xyz": [[0.789215, -1.824159, -0.040968], [-1.332876, 0.792447, 0.830519], [-1.212206, 0.069263, 1.748538], [-2.139402, 1.582738, 0.486217], [1.301406, 1.497013, 0.171176], [-0.107384, 1.035559, -1.804837], [0.287181, 0.720863, -0.468690], [1.795193, -1.747194, 0.077800], [0.618872, -2.126528, -0.999754]], "atomic_forces_ev_per_a": [[-0.34, -0.42, 0.31], [-0.56, 0.45, 0.65], [-0.17, -0.33, 0.52], [-0.73, 0.33, -0.05], [0.19, 0.51, 0.36], [-0.34, 0.38, -0.28], [1.36, -0.54, -1.23], [0.37, -0.17, -0.12], [0.22, -0.20, -0.16]], "homo_lumo_gap_ev": [9.123, 7.807], "spin_multiplicity": 3, "homo_energy_ha": [-0.34983, -0.41229], "lumo_energy_ev": [-0.396, -3.412], "s_squared": 2.019}

{"formula": "H2N2O4S2", "method": "ωB97M-V/def2-TZVPD", "elements": ["N", "N", "O", "O", "O", "O", "S", "S", "H", "H"], "xyz": [[-0.693368, 0.447592, -0.878326], [0.389817, -1.110637, 0.442052], [-1.805871, 2.593092, -1.049008], [2.674112, 0.151519, 0.467786], [-2.690173, 0.866422, 0.496046], [2.108676, -1.833887, 1.774836], [-1.475001, 1.593037, 0.059133], [1.654525, -0.454543, 1.346034], [0.223017, 0.862863, -1.131169], [-0.653734, -0.848820, 0.746976]], "atomic_forces_ev_per_a": [[2.33, -2.00, -0.19], [-4.40, 1.70, -2.54], [0.35, -0.79, 0.49], [-0.22, 0.07, -0.92], [-0.37, -0.46, 0.20], [-0.28, 0.29, 0.02], [-0.48, 2.05, 0.39], [0.67, 0.11, 2.24], [-0.48, -0.26, 0.19], [2.88, -0.70, 0.11]], "total_charge": -2, "homo_lumo_gap_ev": [6.483, 6.482], "spin_multiplicity": 1, "homo_energy_ha": [-0.01589, -0.01588], "lumo_energy_ev": [6.051, 6.050]}

{"formula": "H2N2P2", "method": "ωB97M-V/def2-TZVPD", "elements": ["N", "N", "P", "P", "H", "H"], "xyz": [[1.300552, 0.247619, -0.793212], [-0.847420, 0.260801, 0.197925], [0.017669, 1.244338, -0.932023], [0.622457, -0.619126, 0.554794], [-1.274871, 0.804849, 0.907698], [0.181612, -1.938482, 0.064819]], "atomic_forces_ev_per_a": [[-1.18, 0.19, -0.14], [0.40, 0.61, -0.99], [1.15, -1.71, 0.61], [0.09, -0.22, -0.37], [-0.95, 0.20, 0.98], [0.49, 0.94, -0.10]], "homo_lumo_gap_ev": 8.955, "smiles": "N1=P2=[P@H]1N2", "spin_multiplicity": 1, "homo_energy_ha": -0.33937, "lumo_energy_ev": -0.280}

{"formula": "H2N2P2", "method": "ωB97M-V/def2-TZVPD", "elements": ["N", "N", "P", "P", "H", "H"], "xyz": [[-0.923426, -1.200173, 0.318287], [2.203967, 0.581061, 0.279658], [1.838648, -0.613739, -0.553475], [-1.662274, -0.031250, -0.333452], [1.633508, 1.431350, 0.297761], [-3.090423, -0.167251, -0.008778]], "atomic_forces_ev_per_a": [[0.57, -0.72, 0.26], [0.16, 1.80, 0.40], [-0.68, -1.77, -0.53], [-0.67, 1.22, -0.72], [0.18, -0.20, 0.39], [0.44, -0.32, 0.20]], "homo_lumo_gap_ev": [8.947, 5.519], "spin_multiplicity": 1, "homo_energy_ha": [-0.34667, -0.26490], "lumo_energy_ev": [-0.486, -1.689]}

{"formula": "H2N3O2", "method": "ωB97M-V/def2-TZVPD", "elements": ["N", "N", "N", "O", "O", "H", "H"], "xyz": [[0.134061, -0.859952, -0.040450], [-1.262178, -0.311471, -0.304098], [1.063112, 0.014288, 0.034786], [0.704001, 1.230760, -0.018738], [2.249495, -0.346327, 0.240870], [-0.933454, 0.756213, -0.428759], [-1.955038, -0.483514, 0.516386]], "atomic_forces_ev_per_a": [[-1.86, -2.02, 0.10], [2.12, 1.93, 0.38], [-1.89, 0.30, 0.67], [1.07, 1.35, -0.32], [-0.18, 0.20, -0.33], [-1.52, -2.34, 0.85], [2.26, 0.58, -1.35]], "total_charge": -1, "homo_lumo_gap_ev": 8.534, "smiles": "NN=[N+]([O-])[O-]", "spin_multiplicity": 1, "homo_energy_ha": -0.12620, "lumo_energy_ev": 5.100}

{"formula": "H2N5O2", "method": "ωB97M-V/def2-TZVPD", "elements": ["N", "N", "N", "N", "N", "O", "O", "H", "H"], "xyz": [[2.979205, -1.411442, 0.382546], [-0.264111, 0.450769, -0.927922], [-1.237042, -0.086278, -0.227640], [2.694307, -0.332797, 0.293349], [-2.072666, 0.543211, 0.486509], [2.423664, 0.784793, 0.209376], [-2.927089, -0.256661, 1.017682], [-0.242833, 1.481075, -0.886975], [-1.353438, -1.172667, -0.346927]], "atomic_forces_ev_per_a": [[-0.11, -0.07, -0.04], [2.22, 0.10, -1.74], [-0.63, -0.81, -0.10], [0.38, -1.63, 0.10], [0.04, -1.10, -0.05], [-0.19, 1.84, -0.04], [-1.02, -0.15, 0.70], [-0.67, -0.75, 0.53], [-0.02, 2.57, 0.63]], "total_charge": -1, "homo_lumo_gap_ev": [5.628, 5.627], "spin_multiplicity": 1, "homo_energy_ha": [-0.05774, -0.05770], "lumo_energy_ev": [4.057, 4.057]}

{"formula": "H2N6O", "method": "ωB97M-V/def2-TZVPD", "elements": ["N", "N", "N", "N", "N", "N", "O", "H", "H"], "xyz": [[-1.120361, 0.642277, 0.906209], [-1.022461, -0.581679, 0.899776], [0.784050, 0.896480, -0.435687], [-0.449140, 1.335457, -0.069943], [-0.442467, -1.197832, -0.118845], [0.955311, -0.309538, -0.584910], [1.933003, -0.980213, -0.727157], [-0.480696, 2.342917, 0.034777], [-0.157239, -2.147869, 0.095780]], "atomic_forces_ev_per_a": [[-0.40, 1.22, 0.65], [-0.29, -0.87, 1.00], [1.52, 1.18, -0.26], [-0.65, -1.20, -0.72], [1.15, 1.76, -2.05], [-2.86, -1.81, 1.23], [0.93, -0.05, -0.34], [0.19, -0.39, 0.18], [0.42, 0.16, 0.31]], "homo_lumo_gap_ev": 9.807, "smiles": "[O-][N+]1=NNN=NN1", "spin_multiplicity": 1, "homo_energy_ha": -0.34512, "lumo_energy_ev": 0.415}

{"formula": "H2NO", "method": "ωB97M-V/def2-TZVPD", "elements": ["N", "O", "H", "H"], "xyz": [[1.543940, -0.012527, 0.166573], [-1.083175, 0.264110, 0.257534], [-0.922526, -0.258925, -0.490195], [0.461762, 0.007343, 0.066088]], "atomic_forces_ev_per_a": [[0.30, -0.15, -0.18], [-0.34, 1.08, 1.54], [-0.37, -1.32, -1.98], [0.42, 0.39, 0.63]], "total_charge": -1, "homo_lumo_gap_ev": [9.047, 7.873], "spin_multiplicity": 3, "homo_energy_ha": [-0.10748, -0.09701], "lumo_energy_ev": [6.122, 5.233], "s_squared": 2.008}

{"formula": "H2NO2P", "method": "ωB97M-V/def2-TZVPD", "elements": ["N", "O", "O", "P", "H", "H"], "xyz": [[-2.569091, 0.091584, -0.730440], [-2.911968, -0.732567, -1.531469], [-3.044676, 0.553946, 0.241100], [0.169894, 0.440724, -0.697516], [-0.298681, 1.749718, -1.206681], [-0.052627, 0.931595, 0.460874]], "atomic_forces_ev_per_a": [[1.43, -0.96, -0.91], [-0.17, 0.74, 0.66], [-0.65, 0.18, 0.33], [-0.50, -0.15, -4.07], [0.51, -1.05, 0.03], [-0.61, 1.25, 3.96]], "homo_lumo_gap_ev": [8.816, 7.568], "spin_multiplicity": 1, "homo_energy_ha": [-0.37702, -0.33789], "lumo_energy_ev": [-1.443, -1.627]}

{"formula": "H2NO2S", "method": "ωB97M-V/def2-TZVPD", "elements": ["N", "O", "O", "S", "H", "H"], "xyz": [[2.126446, -0.293612, 0.492834], [-1.178510, 1.785382, 0.146530], [-1.619062, -0.775568, 0.041232], [-0.673269, 0.354627, -0.006995], [1.776831, -1.187240, 0.907115], [-0.432437, 0.116413, -1.580716]], "atomic_forces_ev_per_a": [[-0.43, -0.25, 0.14], [0.29, -2.35, -0.30], [-0.93, -0.02, 0.99], [0.97, 1.17, -2.42], [-0.03, 0.41, -0.19], [0.12, 1.04, 1.78]], "total_charge": -1, "homo_lumo_gap_ev": [6.307, 6.359], "spin_multiplicity": 1, "homo_energy_ha": [-0.11643, -0.11787], "lumo_energy_ev": [3.139, 3.151]}

{"formula": "H2NO3S", "method": "ωB97M-V/def2-TZVPD", "elements": ["N", "O", "O", "O", "S", "H", "H"], "xyz": [[0.663100, -0.396958, 0.923345], [-3.756344, -0.997772, -0.069471], [-2.630874, 1.222069, -0.132024], [1.949030, -0.062630, 0.576477], [-2.476471, -0.256672, 0.181848], [0.049139, 0.257535, 0.682117], [0.277918, -1.201662, 0.372483]], "atomic_forces_ev_per_a": [[4.96, -3.53, -1.46], [0.43, -0.23, 0.11], [0.56, -0.87, 0.29], [-2.87, -0.87, 0.97], [-0.95, 1.02, -0.38], [-3.08, 4.49, -0.47], [0.94, -0.01, 0.94]], "total_charge": -1, "homo_lumo_gap_ev": [9.343, 4.772], "spin_multiplicity": 1, "homo_energy_ha": [-0.19159, -0.07570], "lumo_energy_ev": [4.129, 2.712]}

{"formula": "H2NO4P", "method": "ωB97M-V/def2-TZVPD", "elements": ["N", "O", "O", "O", "O", "P", "H", "H"], "xyz": [[0.136079, 0.672189, 1.022697], [-0.690453, 0.125881, 1.705192], [0.912478, 1.475578, 1.397049], [-1.170653, 0.252012, -1.021072], [0.764883, -1.277420, -0.691101], [0.361706, 0.294125, -0.757879], [-1.978463, -0.144889, -0.615087], [1.664424, -1.397477, -1.039800]], "atomic_forces_ev_per_a": [[-0.60, -1.87, -0.52], [-0.99, -0.50, 0.42], [2.12, 2.38, 1.28], [-2.28, -0.09, -0.97], [0.32, 0.10, 0.22], [0.27, -0.14, -0.66], [1.49, 0.18, 0.08], [-0.33, -0.05, 0.16]], "homo_lumo_gap_ev": 10.495, "spin_multiplicity": 1, "homo_energy_ha": -0.37350, "lumo_energy_ev": 0.331}

{"formula": "H2NO4S", "method": "ωB97M-V/def2-TZVPD", "elements": ["N", "O", "O", "O", "O", "S", "H", "H"], "xyz": [[-0.391128, 0.352288, 0.234001], [3.204733, 1.290276, 1.082610], [1.849290, -0.738877, 1.127789], [2.309529, 0.308860, -0.985121], [0.389643, 1.401649, 0.612229], [2.194933, 0.492141, 0.455602], [0.218687, -0.464018, 0.553437], [-0.295427, 0.288708, -0.733912]], "atomic_forces_ev_per_a": [[-0.42, -2.23, 1.85], [-0.02, 0.69, 0.36], [0.08, -0.51, 0.76], [-0.09, 0.47, 0.36], [3.94, 0.22, 0.42], [-1.52, 0.90, -1.25], [-1.93, 0.49, -0.15], [-0.04, -0.03, -2.35]], "total_charge": -1, "homo_lumo_gap_ev": 8.753, "smiles": "NOS(=O)(=O)[O-]", "spin_multiplicity": 1, "homo_energy_ha": -0.16641, "lumo_energy_ev": 4.225}

{"formula": "H2NO4S2", "method": "ωB97M-V/def2-TZVPD", "elements": ["N", "O", "O", "O", "O", "S", "S", "H", "H"], "xyz": [[-3.560342, 1.047850, -0.025358], [0.653353, -2.244255, 3.162076], [-0.651821, -1.683707, 0.529658], [-2.262311, -2.078083, 2.190586], [-2.747167, 0.281246, 0.561651], [-4.598609, 0.541716, -1.086592], [-2.089640, -1.793196, 0.794522], [0.019809, -1.942764, 3.880416], [0.371965, -1.770376, 2.446202]], "atomic_forces_ev_per_a": [[1.25, 0.85, 1.31], [0.23, -1.23, 4.80], [-0.77, 0.67, -0.61], [-1.13, 0.39, 1.01], [0.41, 0.45, 0.51], [-1.27, -0.96, -1.35], [1.46, -1.27, -0.83], [1.14, -0.71, -1.41], [-1.31, 1.81, -3.43]], "total_charge": -1, "homo_lumo_gap_ev": 7.580, "spin_multiplicity": 1, "homo_energy_ha": -0.14504, "lumo_energy_ev": 3.633}